No. 1
{
  "formula": "C10H20F2InNO7P",
  "method": "the ωB97M-V functional and the def2-TZVPD basis",
  "elements": ["P", "C", "H", "In", "O", "O", "H", "O", "H", "H", "H", "H", "O", "C", "H", "O", "H", "C", "C", "H", "O", "H", "C", "C", "H", "H", "H", "O", "H", "N", "C", "F", "H", "C", "H", "H", "C", "F", "H", "C", "H", "H"],
  "positions_angstrom": [[-5.37741, 0.54590, 1.51974], [5.51204, -1.48015, -3.38272], [-0.00904, -2.00616, 0.67604], [-4.62926, 2.51569, 3.00829], [1.61985, -3.17810, 0.18736], [5.92642, 0.77165, -3.34120], [-0.42162, -4.26180, -1.34917], [3.14685, -2.83348, -1.43127], [-6.05369, 3.56421, 3.11738], [-4.29664, 1.84013, 4.61112], [-1.48613, 0.15609, 3.22486], [5.54232, -2.33575, -4.04952], [6.83017, -1.20529, -2.88909], [0.21108, -2.99668, 0.27298], [-2.41078, 0.45683, 0.76588], [0.94775, -2.81299, -1.89394], [-0.71571, 0.11667, 0.45119], [-1.41319, 0.49466, 1.21197], [6.98624, 0.13017, -2.77444], [-6.76051, 0.70344, 1.22564], [-4.60503, 0.19459, 0.26763], [-1.60986, 3.75547, 0.43028], [-1.07531, 1.95773, 1.52512], [5.15637, -0.16991, -4.06176], [5.43537, -0.11036, -5.11618], [-1.07198, -2.59744, -1.46535], [-5.56435, -0.60896, 2.33502], [7.91269, 0.67024, -2.27536], [-0.98420, 2.06580, 2.61233], [-1.35125, -0.39774, 2.38906], [-2.11817, 2.97970, 1.01753], [3.84547, 0.14337, -3.95458], [-2.13814, -1.03283, 2.35409], [-2.91361, 3.62615, 2.16448], [-0.09118, 2.20634, 1.11585], [4.83511, -1.67846, -2.55116], [-0.22353, -3.20440, -1.16679], [-0.30097, -3.92926, 1.10758], [-2.79020, 2.46241, 0.32697], [2.01603, -2.92846, -1.08007], [-3.28789, 4.60819, 1.86416], [-2.22410, 3.80277, 3.00003]],
  "forces_ev_per_angstrom": [[0.0, 0.0, -0.1], [-0.1, 0.1, 0.1], [0.0, -0.1, 0.2], [0.0, 0.3, 0.3], [0.1, 0.2, 0.1], [0.1, 0.1, -0.1], [-0.1, 0.0, 0.0], [0.2, 0.0, 0.0], [0.0, -0.1, -0.1], [0.1, -0.1, -0.1], [0.0, 0.0, 0.1], [0.1, 0.0, 0.0], [0.0, -0.1, 0.0], [-0.1, 0.2, 0.0], [0.0, 0.0, 0.0], [0.0, 0.0, -0.1], [0.0, 0.0, 0.0], [-0.2, 0.0, -0.2], [-0.2, -0.1, 0.0], [-0.1, 0.0, 0.0], [0.2, -0.1, -0.2], [0.0, -0.1, 0.0], [0.1, 0.0, 0.0], [0.1, 0.0, 0.0], [-0.1, 0.0, 0.0], [0.1, 0.1, 0.0], [0.0, -0.1, 0.1], [0.1, 0.1, 0.1], [0.0, 0.0, 0.0], [0.2, 0.0, -0.2], [0.0, 0.0, 0.1], [0.0, 0.0, 0.1], [-0.1, -0.1, 0.0], [0.1, -0.2, 0.0], [0.0, 0.0, 0.1], [0.0, 0.0, 0.0], [0.0, 0.0, 0.1], [0.0, -0.1, -0.1], [0.0, 0.1, -0.1], [-0.2, -0.2, 0.1], [-0.1, 0.0, 0.0], [-0.1, 0.1, -0.1]],
  "lowdin_charge": [0.43, -0.04, 0.14, 0.28, 0.14, 0.13, 0.14, 0.16, -0.15, -0.15, 0.05, 0.14, 0.07, -0.30, 0.06, 0.07, 0.08, -0.29, -0.56, -0.09, -0.64, 0.09, -0.21, -0.32, 0.17, 0.14, -0.09, 0.18, 0.09, 0.00, -0.31, 0.08, 0.06, -0.36, 0.10, 0.12, -0.04, 0.08, 0.08, -0.55, 0.01, 0.02],
  "orbital_gap_ev": 7.13,
  "e_lumo_ha": 0.0803,
  "total_charge": -1,
  "homo_energy_ev": -4.9,
  "spin_multiplicity": 1
}

---

No. 2
{
  "formula": "C10H20F3INO3",
  "method": "the ωB97M-V functional and the def2-TZVPD basis",
  "elements": ["O", "C", "H", "C", "H", "C", "C", "H", "C", "C", "O", "H", "C", "N", "C", "H", "C", "H", "F", "H", "H", "H", "H", "O", "F", "H", "H", "F", "H", "H", "H", "H", "H", "I", "H", "C", "H", "H"],
  "positions_angstrom": [[1.60228, 0.61746, 0.64184], [1.17883, 0.25134, 2.00126], [-2.59013, 3.43089, -0.23586], [1.47786, -2.50343, -0.23627], [1.41345, 1.04385, 2.82926], [-1.95893, 3.32228, 0.77167], [-3.74192, 1.30176, 1.08969], [-1.63013, 4.40261, 1.15859], [-2.92933, 2.53594, 1.83420], [1.75903, 2.06960, 0.47072], [2.01292, -2.30432, -2.62811], [-3.27513, 1.15519, 0.01058], [0.73243, -4.49820, -2.71641], [-0.75498, 2.45152, 0.39591], [1.57884, -1.61518, -1.46076], [0.51631, 2.98642, 2.20257], [0.51445, 2.97745, 1.03128], [2.35850, -0.87112, -1.25924], [1.85000, -5.03141, -2.14104], [-0.93033, 1.44320, 0.61267], [2.30820, -3.21436, -0.19025], [0.69917, 4.10691, 0.69635], [0.05524, -0.07956, 1.93693], [-0.03146, -2.38382, -3.66541], [-0.22257, -4.47978, -1.75554], [0.65783, -1.04604, -1.62349], [-4.91282, 1.46164, 1.07179], [0.33445, -5.41309, -3.64605], [-3.74483, 3.28766, 2.20992], [1.67516, -3.40798, -4.23099], [-3.55194, 0.30671, 1.67669], [2.80352, 2.48384, 0.87369], [1.80164, 2.25869, -0.70710], [-1.91526, 1.75206, 3.61236], [1.78408, -0.73045, 2.30991], [1.05151, -3.09914, -3.37898], [1.47746, -1.89716, 0.67448], [0.54658, -3.07198, -0.23683]],
  "forces_ev_per_angstrom": [[-0.2, 2.2, 1.8], [0.4, -1.6, 0.3], [1.1, 0.0, 2.3], [-0.4, -0.2, 0.3], [-0.7, -1.3, -1.7], [-0.3, -0.9, -0.3], [0.7, -0.6, 0.1], [-0.6, -2.6, -0.8], [-1.9, 1.0, -1.6], [0.2, 1.2, -1.3], [0.6, -0.5, 0.9], [-1.3, 0.3, 2.2], [0.3, 0.6, 0.2], [-0.1, 1.7, 1.4], [0.5, 0.1, -0.4], [-0.1, -0.1, -2.0], [1.0, -0.3, -0.2], [0.0, -0.1, -0.2], [-0.2, -0.2, 0.0], [0.4, 1.3, -0.1], [0.0, 0.1, 0.0], [-0.4, -2.5, 0.5], [2.1, 0.9, 0.5], [0.6, -1.4, 0.2], [0.1, -0.2, -0.4], [-0.1, -0.3, -0.2], [2.5, -0.1, -0.1], [0.0, 0.4, 0.3], [1.7, -1.4, -0.5], [0.3, -0.1, -0.4], [-0.4, 1.9, -1.2], [-2.2, -1.0, -0.4], [-0.2, -0.7, 2.6], [-0.4, 0.6, -0.6], [-1.2, 2.2, -0.7], [-2.0, 1.7, -0.5], [0.1, -0.1, -0.2], [0.1, 0.0, 0.0]],
  "lowdin_charge": [-0.26, -0.15, 0.13, -0.08, 0.09, -0.27, -0.19, 0.13, -0.73, -0.20, -0.13, 0.09, -0.53, -0.10, -0.28, 0.06, -0.25, 0.10, 0.08, 0.08, 0.08, 0.13, 0.07, -0.21, 0.09, 0.11, 0.09, 0.09, 0.07, 0.12, 0.05, 0.13, 0.14, 0.78, 0.10, -0.53, 0.02, 0.06],
  "orbital_gap_ev": 5.14,
  "e_lumo_ha": 0.0686,
  "total_charge": -1,
  "homo_energy_ev": -3.3,
  "spin_multiplicity": 1
}

---

No. 3
{
  "formula": "C10H20GeIrNO5S",
  "method": "the ωB97M-V functional and the def2-TZVPD basis",
  "elements": ["H", "O", "H", "O", "Ir", "H", "H", "H", "C", "H", "H", "N", "O", "Ge", "C", "H", "C", "H", "H", "H", "S", "H", "C", "H", "C", "C", "H", "C", "C", "C", "H", "C", "O", "O", "H", "H", "H", "H", "H"],
  "positions_angstrom": [[-0.21226, 1.27406, -0.81568], [-0.92790, -1.72593, 2.80386], [-1.90158, 0.88850, -1.03002], [0.03340, -1.79620, 4.82783], [-0.92199, -0.71795, 0.89517], [-2.44562, -2.22310, -2.43758], [-0.16945, 2.53213, 0.80658], [2.72307, 0.75097, 1.55907], [-0.91855, 0.43371, -0.85969], [-0.81692, 1.55564, -4.03071], [-0.93466, -2.93007, -1.86126], [0.68531, 0.32836, 2.02555], [-1.88602, 2.21387, 1.93633], [-0.53929, -0.51754, -2.53261], [-0.02379, -1.44096, 3.65787], [1.25388, 2.09918, 2.98362], [1.93918, -0.83439, 0.31952], [1.80404, -1.35385, 2.63006], [-2.21137, 1.95917, 1.06669], [1.45589, -1.05413, -3.99848], [-2.88444, -1.35184, 0.47524], [-1.14110, 0.09009, -4.96663], [-0.51625, 2.54727, 1.84264], [1.88824, 0.24297, -2.87949], [-1.37286, -2.28405, -2.62239], [1.36289, -0.71063, -2.96515], [-2.36789, 0.72473, -3.85876], [1.13245, -0.62294, 3.07986], [0.32104, 1.60411, 2.68243], [1.78424, 0.49142, 1.06164], [1.85525, -1.42636, -2.30945], [-1.29563, 0.57442, -3.99989], [0.84177, -1.52069, 0.23369], [3.01841, -1.18322, -0.12058], [-0.24224, 1.36406, 3.58529], [1.67923, -0.09251, 3.86174], [1.53880, 1.27263, 0.34066], [-0.38094, 3.56648, 2.21940], [-1.20634, -2.72743, -3.60639]],
  "forces_ev_per_angstrom": [[0.0, -0.1, 0.0], [0.0, -0.1, 0.0], [0.0, 0.0, 0.0], [0.0, 0.0, 0.0], [0.1, -0.2, 0.1], [0.0, 0.0, 0.0], [-0.1, 0.1, 0.0], [0.0, 0.0, 0.0], [0.0, 0.0, 0.0], [0.0, 0.0, 0.0], [0.0, 0.0, 0.0], [-0.1, 0.0, 0.0], [-0.1, 0.4, -0.1], [0.0, 0.0, 0.0], [0.0, 0.1, 0.0], [0.0, 0.0, 0.0], [0.0, 0.0, 0.0], [0.1, 0.0, 0.0], [0.1, -0.3, 0.1], [0.0, 0.0, 0.0], [-0.1, 0.2, 0.0], [0.0, 0.0, 0.0], [0.0, -0.1, -0.1], [0.0, 0.0, 0.0], [0.0, 0.0, 0.0], [0.0, 0.0, 0.0], [0.0, 0.0, 0.0], [0.0, 0.0, -0.1], [0.1, 0.0, 0.0], [0.0, 0.0, 0.0], [0.0, 0.0, 0.0], [0.0, 0.0, 0.0], [0.1, 0.0, 0.0], [0.0, 0.0, 0.0], [0.0, 0.0, 0.0], [0.0, 0.0, 0.0], [0.0, 0.0, 0.0], [0.0, 0.0, 0.0], [0.0, 0.0, 0.0]],
  "lowdin_charge": [-0.03, -0.21, -0.03, 0.02, 0.98, -0.01, 0.09, 0.13, -0.54, 0.01, 0.01, -0.27, -0.08, 0.72, -0.67, 0.13, -0.66, 0.13, 0.05, 0.01, 0.14, 0.01, -0.26, 0.02, -0.25, -0.22, 0.01, -0.09, -0.15, -0.11, 0.00, -0.24, -0.19, 0.05, 0.14, 0.13, 0.11, 0.12, 0.01],
  "s_squared": 0.759,
  "orbital_gap_ev": [7.92, 6.99],
  "e_lumo_ha": [0.1020, 0.0675],
  "total_charge": -1,
  "homo_energy_ev": [-5.1, -5.2],
  "spin_multiplicity": 2,
  "relative_energy_kcal_mol": 11.5
}

---

Number 1: largest force on an atom 0.49 eV/Å. Number 2: largest force on an atom 2.82 eV/Å. Number 3: largest force on an atom 0.40 eV/Å.